# 1
Formula: C7H10BBrN2O6S
Source: the OMol25 dataset
Level of theory: ωB97M-V with the def2-TZVPD basis set

The strongest force on any atom comes out at 3.0 eV/A. Its multiplicity is 1. As for the charge: -2. The value obtained for the HOMO energy is 0.01434 Eh. As for the frontier orbital gap: 2.93 eV.

Last column: Löwdin charge in e.
Atoms and positions in Å:
C  -0.39392  -0.22958  1.93716  -0.147
C  -1.18668  0.17732  0.70248  -0.714
Br  -2.55349  1.47721  1.24130  0.690
C  -0.26534  0.83399  -0.32234  -0.196
C  -0.04223  0.10980  -1.64780  -0.274
C  -1.28161  -0.21187  -2.32663  -0.189
N  -2.23019  -0.44744  -2.94337  0.191
C  0.89869  -1.11215  -1.65501  -0.133
C  0.47602  -2.19639  -0.80132  -0.190
N  0.04619  -3.07064  -0.15779  0.194
B  0.91918  -1.66431  -3.16774  -0.664
O  1.45361  -0.88884  -4.18234  0.163
O  0.39909  -2.87745  -3.42360  0.209
H  -1.02485  -0.23524  2.80518  0.053
H  -0.01441  -1.23601  1.83506  0.054
H  0.42997  0.44253  2.13778  0.052
H  -1.71615  -0.66571  0.29473  0.064
H  -0.71225  1.77838  -0.59123  0.081
H  0.67913  1.08540  0.12895  0.129
H  0.43569  0.84179  -2.28643  0.143
H  1.89099  -0.77595  -1.39317  0.156
H  1.01132  -0.03746  -4.17921  0.096
H  0.10150  -2.94724  -4.33073  0.116
O  -0.78042  3.07541  4.44595  -0.509
S  0.53562  2.37591  4.47289  0.154
O  0.32136  0.92076  4.74673  -0.501
O  1.40496  2.96176  5.53055  -0.507
O  1.19820  2.51601  3.12994  -0.520

# 2
Formula: C4H5N2O3S
Source: the OMol25 dataset
Level of theory: ωB97M-V with the def2-TZVPD basis set

The strongest force on any atom comes out at 1.5 eV/A. The energy above the lowest of the compared OMol25 structures with the same formula, charge and spin is 311.6 kJ/mol. Its multiplicity is 1. As for the charge: +1. The value obtained for the HOMO energy is -0.51263 Eh. As for the frontier orbital gap: 4.77 eV.

Last column: Löwdin charge in e.
Atoms and positions in Å:
C  -1.68465  0.25699  3.65118  -0.041
C  -1.69331  0.40263  2.14368  -0.048
C  -0.19937  -1.03497  2.75475  -0.449
C  1.49063  -0.38569  -2.45140  0.633
N  -0.79885  -0.58804  3.97380  0.163
N  -0.80008  -0.35201  1.65121  0.136
O  2.22702  -1.93100  0.24360  -0.465
O  3.34295  -1.42028  2.35346  -0.374
O  0.66368  -1.85799  2.67858  0.026
S  2.60307  -2.35252  1.57122  0.902
H  -2.31139  0.77505  4.35599  0.122
H  -2.34331  1.03898  1.57548  0.115
H  0.84427  0.46582  -2.31964  0.095
H  2.55934  -0.25475  -2.50435  0.094
H  1.08021  -1.37986  -2.51121  0.091

# 3
Formula: C17H24ClN3O2
Source: the OMol25 dataset
Level of theory: ωB97M-V with the def2-TZVPD basis set

The strongest force on any atom comes out at 0.6 eV/A. The energy above the lowest of the compared OMol25 structures with the same formula, charge and spin is 2.3 kJ/mol. Its SMILES is CCCC(=O)Nc1cc(Cl)ccc1N1CCN(C(=O)CC)CC1. Its multiplicity is 1. As for the charge: 0. The value obtained for the HOMO energy is -0.29074 Eh. As for the frontier orbital gap: 8.56 eV.

Last column: Löwdin charge in e.
Atoms and positions in Å:
C  -0.54820  -0.30057  3.16289  -0.104
C  0.88728  -0.05834  3.61375  -0.247
C  1.91185  -0.66060  2.65207  -0.121
C  1.93000  0.05246  1.31061  -0.484
O  1.38229  1.10730  1.08986  0.092
N  2.62978  -0.63470  0.35395  0.108
C  2.86358  -0.10389  -0.93468  -0.167
C  4.17958  0.05337  -1.35129  -0.045
C  4.46179  0.68105  -2.54891  -0.681
C  3.43505  1.18323  -3.33401  -0.104
C  2.12968  0.98837  -2.93900  -0.004
C  1.80108  0.31143  -1.75845  -0.174
N  0.46747  0.01732  -1.51693  -0.088
C  -0.49283  1.09468  -1.38592  -0.126
H  -0.16597  1.94543  -1.98273  0.123
C  -1.87273  0.61406  -1.85069  -0.127
N  -2.24462  -0.57147  -1.11468  -0.060
C  -3.06272  -0.63143  -0.02854  -0.464
O  -3.13718  -1.63924  0.64724  0.055
C  -3.90542  0.60211  0.25590  -0.165
C  -4.83563  0.35816  1.43759  -0.097
H  -5.50578  -0.46972  1.22279  0.078
H  -4.25638  0.09921  2.31973  0.072
H  -5.42497  1.24761  1.64703  0.071
H  -4.48890  0.84999  -0.63382  0.117
H  -3.24054  1.44004  0.47883  0.114
C  -1.28071  -1.63464  -1.31157  -0.111
C  0.08527  -1.17304  -0.79207  -0.129
H  0.82982  -1.95104  -0.96547  0.134
H  -0.01371  -0.99909  0.28838  0.110
H  -1.62223  -2.50880  -0.75623  0.122
H  -1.22288  -1.86852  -2.37831  0.129
H  -2.60915  1.40459  -1.72435  0.113
H  -1.82466  0.34661  -2.91255  0.129
H  -0.55338  1.41555  -0.33591  0.118
H  1.33016  1.33758  -3.57406  0.115
H  3.65914  1.69683  -4.25521  0.105
Cl  6.10631  0.86241  -3.05286  0.663
H  4.98384  -0.29103  -0.71808  0.113
H  3.25083  -1.36933  0.66107  0.150
H  2.91337  -0.57840  3.08442  0.123
H  1.69998  -1.72032  2.48940  0.121
H  1.06397  1.01632  3.68281  0.110
H  1.03755  -0.49415  4.60376  0.106
H  -0.74032  0.21098  2.22354  0.053
H  -0.74613  -1.36196  3.02669  0.079
H  -1.24468  0.08363  3.90398  0.073